Record 1
Below is a structure of composition C52H53Cl4GeNO2PSbY at a distorted geometry, with properties calculated with ωB97M-V/def2-TZVPD.

Computed properties:
Charge: -1
E_HOMO (alpha / beta): -3.3 / -3.3 eV
Multiplicity: 1
Energy above the lowest of the compared OMol25 structures with the same formula, charge and spin: 538.41 kcal/mol

Each line ends with the Mulliken charge.
Positions of all 116 atoms, in Å:
Y  -0.562  -0.093  -0.525  -1.792
N  1.428  0.697  1.018  -0.353
C  2.776  0.237  0.807  0.319
C  3.625  0.005  1.880  -0.577
C  4.923  -0.429  1.657  -0.690
C  5.378  -0.622  0.361  -0.840
C  4.516  -0.422  -0.707  -0.631
C  3.206  -0.004  -0.497  -0.462
P  1.964  0.027  -1.831  3.797
C  2.986  0.342  -3.332  0.316
C  3.532  1.606  -3.562  -0.297
C  4.196  1.886  -4.745  -0.762
C  4.299  0.907  -5.728  -0.502
C  3.752  -0.348  -5.511  -0.763
C  3.097  -0.631  -4.318  -0.598
C  1.448  -1.667  -1.888  -1.262
C  1.961  -2.677  -1.019  -1.271
C  1.628  -3.990  -1.118  -0.547
C  0.740  -4.397  -2.180  -0.113
C  0.159  -3.513  -3.008  -1.211
C  0.271  -2.017  -2.821  0.467
H  1.120  0.486  1.962  0.289
H  1.395  1.707  0.910  0.339
H  3.262  0.157  2.890  0.471
H  5.577  -0.616  2.499  0.386
H  6.391  -0.959  0.183  0.411
H  4.848  -0.624  -1.718  0.486
H  3.446  2.373  -2.797  0.368
H  4.628  2.866  -4.906  0.405
H  4.806  1.127  -6.660  0.381
H  3.832  -1.113  -6.273  0.416
H  2.684  -1.616  -4.125  0.342
H  2.694  -2.398  -0.269  0.038
H  2.043  -4.720  -0.438  0.387
H  0.543  -5.456  -2.319  0.362
H  -0.505  -3.848  -3.799  0.460
H  0.445  -1.562  -3.810  0.597
Cl  -1.821  -1.061  7.134  -0.264
C  -1.799  -0.955  5.347  -0.156
C  -1.820  0.421  4.764  0.712
Cl  -1.987  1.640  6.012  -0.234
C  -1.744  0.903  3.472  -0.416
Cl  -1.923  2.656  3.309  -0.228
C  -1.459  0.340  2.125  0.244
O  -1.409  1.181  1.141  0.054
C  -1.534  -1.012  1.626  1.551
O  -0.279  -1.646  1.102  0.262
C  -1.838  -2.058  4.656  -0.270
Cl  -1.689  -3.204  3.556  0.200
C  -3.592  4.812  -2.580  -1.419
C  -2.528  4.292  -1.622  0.420
C  -3.105  4.023  -0.233  -1.277
Sb  -1.515  2.507  -2.324  0.236
C  -1.916  2.413  -4.447  0.313
C  -3.250  1.735  -4.748  -1.427
C  -0.770  1.659  -5.118  -1.178
C  0.403  3.518  -2.575  1.841
C  0.338  4.752  -3.466  -1.695
C  0.989  3.859  -1.212  -1.959
H  -4.059  5.716  -2.176  0.435
H  -4.388  4.076  -2.723  0.175
H  -3.186  5.059  -3.563  0.331
H  -1.732  5.035  -1.537  0.338
H  -3.959  3.344  -0.289  0.206
H  -3.447  4.956  0.226  0.480
H  -2.384  3.557  0.443  0.172
H  -1.950  3.444  -4.809  0.507
H  -3.205  0.672  -4.500  0.192
H  -3.485  1.809  -5.814  0.433
H  -4.083  2.172  -4.195  0.304
H  -0.673  0.650  -4.706  -0.041
H  0.194  2.155  -4.999  0.193
H  -0.960  1.558  -6.192  0.517
H  1.040  2.768  -3.049  -1.186
H  -0.297  5.532  -3.037  0.273
H  -0.041  4.526  -4.464  0.379
H  1.337  5.184  -3.589  0.488
H  0.353  4.551  -0.653  0.370
H  1.974  4.326  -1.312  0.459
H  1.113  2.959  -0.607  0.489
C  -1.098  -1.449  -2.349  -0.140
Ge  -2.285  -2.650  -1.335  4.418
C  -3.698  -1.362  -0.752  0.181
C  -4.339  -1.425  0.488  -0.362
C  -5.266  -0.468  0.865  -0.604
C  -5.596  0.573  0.002  -0.536
C  -5.007  0.633  -1.249  -0.580
C  -4.063  -0.326  -1.613  -0.579
C  -3.268  -4.032  -2.338  0.073
C  -2.754  -5.317  -2.516  -0.074
C  -3.428  -6.259  -3.280  -0.853
C  -4.633  -5.931  -3.887  -0.588
C  -5.161  -4.660  -3.715  -0.763
C  -4.482  -3.723  -2.946  -0.556
C  -1.560  -3.545  0.341  1.986
C  -2.363  -4.675  0.858  -2.129
C  -3.131  -4.720  1.984  -0.502
C  -3.240  -3.809  3.074  -0.916
C  -0.478  -3.660  2.563  -1.913
C  -0.571  -3.081  1.152  0.598
H  -1.708  -1.109  -3.196  0.206
H  -4.096  -2.225  1.177  0.026
H  -5.725  -0.522  1.846  0.424
H  -6.311  1.328  0.307  0.386
H  -5.279  1.418  -1.947  0.459
H  -3.618  -0.271  -2.600  0.095
H  -1.811  -5.582  -2.054  0.327
H  -3.012  -7.252  -3.401  0.413
H  -5.157  -6.663  -4.490  0.372
H  -6.107  -4.398  -4.176  0.399
H  -4.916  -2.737  -2.811  0.285
H  -2.536  -5.495  0.166  0.250
H  -3.830  -5.554  2.038  0.389
H  -4.129  -3.517  3.610  0.500
H  -1.288  -4.328  4.461  0.396
H  -1.803  -1.705  2.347  -1.275

***

Record 2
Below is a structure of composition C52H53GaNO2SSb at a distorted geometry, with properties calculated with ωB97M-V/def2-TZVPD.

Computed properties:
E_HOMO: -7.7 eV
Multiplicity: 1

Each line ends with the Mulliken charge.
Positions of all 111 atoms, in Å:
Ga  0.133  -0.339  0.170  1.632
C  0.001  0.181  4.508  -2.306
C  -0.526  -0.118  3.130  1.349
O  0.273  0.036  2.184  -0.033
C  -1.880  -0.546  2.968  0.789
C  -2.693  -0.832  4.085  -1.102
C  -3.982  -1.269  3.945  -1.119
C  -4.520  -1.419  2.662  -0.548
C  -3.770  -1.125  1.556  -0.523
C  -2.422  -0.690  1.653  0.065
O  -1.780  -0.412  0.567  1.384
H  1.016  0.554  4.412  0.281
H  0.014  -0.724  5.112  0.513
H  -0.610  0.929  5.007  0.459
H  -2.271  -0.726  5.071  0.439
H  -4.579  -1.500  4.814  0.417
H  -5.532  -1.783  2.550  0.478
H  -4.186  -1.251  0.568  0.301
C  -5.695  -0.688  -4.186  -1.836
C  -4.724  -1.699  -3.553  1.994
C  -4.906  -3.059  -4.244  -1.915
C  -5.097  -1.866  -2.079  -1.681
C  -3.299  -1.196  -3.735  0.457
C  -2.823  -0.989  -5.038  0.079
C  -1.556  -0.510  -5.290  -1.461
C  -0.745  -0.213  -4.208  1.361
S  0.875  0.415  -4.205  -0.449
C  0.847  0.361  -2.465  0.665
N  -0.263  -0.076  -1.940  1.045
C  -1.187  -0.417  -2.889  -1.881
C  -2.468  -0.915  -2.662  -0.280
C  1.970  0.788  -1.683  0.128
C  3.136  1.254  -2.288  -0.725
C  4.191  1.650  -1.496  -0.913
C  4.070  1.599  -0.113  -0.846
C  2.910  1.124  0.477  -0.742
C  1.826  0.702  -0.286  0.917
H  -6.720  -0.990  -3.979  0.475
H  -5.568  -0.636  -5.264  0.380
H  -5.536  0.307  -3.776  0.300
H  -5.926  -3.407  -4.090  0.464
H  -4.224  -3.798  -3.830  0.415
H  -4.730  -2.993  -5.315  0.341
H  -6.120  -2.227  -2.007  0.547
H  -5.038  -0.917  -1.556  0.037
H  -4.449  -2.590  -1.592  0.427
H  -3.462  -1.203  -5.881  0.464
H  -1.197  -0.373  -6.297  0.460
H  -2.762  -1.067  -1.638  0.324
H  3.203  1.294  -3.369  0.511
H  5.102  2.003  -1.953  0.435
H  4.894  1.938  0.501  0.367
H  2.847  1.071  1.557  0.500
C  0.867  -5.483  -1.103  -1.636
C  1.491  -4.747  0.089  2.053
C  3.017  -4.678  -0.056  -1.612
C  1.106  -5.439  1.402  -1.651
C  0.987  -3.380  0.106  -0.513
C  0.573  -2.244  0.087  -0.316
H  1.219  -6.511  -1.146  0.412
H  1.130  -4.985  -2.035  0.329
H  -0.218  -5.490  -1.016  0.351
H  3.452  -5.675  -0.066  0.419
H  3.450  -4.116  0.770  0.335
H  3.285  -4.171  -0.982  0.313
H  1.471  -6.464  1.413  0.422
H  0.024  -5.455  1.521  0.333
H  1.532  -4.909  2.252  0.331
C  -4.114  1.915  -1.150  -0.543
C  -3.917  3.396  -1.038  0.589
C  -4.944  4.257  -1.399  -0.394
C  -4.790  5.628  -1.301  -0.862
C  -3.598  6.152  -0.835  -0.877
C  -2.569  5.299  -0.478  -0.593
C  -2.717  3.927  -0.572  -0.077
Sb  -1.011  2.650  -0.088  -1.443
C  0.075  3.735  -1.670  1.227
C  -0.501  3.385  -2.886  -1.178
C  -0.019  3.859  -4.091  -0.846
C  1.084  4.693  -4.094  -0.877
C  1.664  5.049  -2.892  -0.765
C  1.172  4.589  -1.674  1.317
C  1.846  5.035  -0.415  -1.480
C  -0.674  3.436  1.928  0.533
C  0.617  3.666  2.379  -0.261
C  0.866  4.097  3.672  -1.180
C  -0.191  4.273  4.547  -0.829
C  -1.473  3.961  4.132  -0.717
C  -1.730  3.524  2.838  0.892
C  -3.125  3.115  2.478  -1.232
H  -5.135  1.686  -1.449  0.607
H  -3.911  1.433  -0.193  -0.134
H  -3.431  1.496  -1.891  0.045
H  -5.877  3.846  -1.762  0.426
H  -5.598  6.286  -1.584  0.385
H  -3.466  7.221  -0.750  0.471
H  -1.633  5.705  -0.119  0.425
H  -1.363  2.726  -2.893  0.353
H  -0.495  3.573  -5.018  0.498
H  1.482  5.073  -5.024  0.396
H  2.528  5.702  -2.890  0.435
H  2.457  5.918  -0.597  0.520
H  2.499  4.242  -0.045  0.112
H  1.108  5.272  0.348  0.212
H  1.451  3.473  1.723  0.445
H  1.880  4.288  3.997  0.455
H  -0.017  4.624  5.554  0.387
H  -2.296  4.041  4.832  0.426
H  -3.746  3.050  3.370  0.487
H  -3.115  2.138  1.992  -0.006
H  -3.576  3.834  1.795  0.245

***

Across the entries above, M takes the values 1180.06, 947.55 g mol⁻¹, respectively.